[1]
The following is a DFT calculation (ωB97M-V/def2-TZVPD) of the ion C4H10N with charge +1 at a distorted geometry.

Calculated values
gap between HOMO and LUMO = 0.444 Eh
spin multiplicity = 1
total energy = -212.8718 a.u.
charge = +1
HOMO energy = -0.5726 Ha

Structure (XYZ):
```
15
Properties=species:S:1:pos:R:3:forces:R:3
C 0.767914 0.114036 1.076342 0.787 0.918 0.055
N -0.820347 -0.147314 1.043280 1.473 2.067 -0.035
C -1.017802 -0.657164 -0.359889 -1.521 -1.758 -0.685
C -0.149508 0.174215 -1.288024 -2.036 1.634 -0.619
C 1.094611 0.445491 -0.517809 3.189 -0.496 1.481
H 0.999553 1.045014 1.730033 -0.683 -1.730 -1.024
H 1.324386 -0.814484 1.577818 -1.499 1.931 -1.482
H -1.323887 0.767629 1.229496 0.724 -1.234 -0.445
H -1.085416 -0.771332 1.805561 -0.067 -0.254 -0.351
H -2.129947 -0.897461 -0.622687 2.063 0.932 0.534
H -0.486965 -1.590292 -0.344733 -0.182 -0.964 0.244
H -0.101444 -0.150546 -2.348529 0.344 -0.611 0.974
H -0.676338 1.127041 -1.434479 0.095 0.144 0.146
H 1.551639 1.437749 -0.731530 -1.152 -0.016 0.876
H 2.053553 -0.082584 -0.814850 -1.533 -0.563 0.331
```
Forces are in eV/Å.

[2]
The following is a DFT calculation (ωB97M-V/def2-TZVPD) of the molecule C3H5NO2 at a distorted geometry.

Calculated values
gap between HOMO and LUMO = 0.377 Eh
spin multiplicity = 1
total energy = -322.4471 a.u.
HOMO energy = -0.3579 Ha

Structure (XYZ):
```
11
Properties=species:S:1:pos:R:3:forces:R:3
O 1.776205 -0.455890 1.067842 0.129 -0.099 -0.037
C 0.848506 -0.615612 0.010993 -0.353 -0.154 -0.383
C -0.506009 -0.136890 0.485835 -0.080 -0.167 -0.014
O -1.708983 1.780350 -0.682607 -0.495 0.166 -0.910
C -1.427580 0.521719 -0.345684 0.044 -0.030 0.126
N -1.884025 -0.634966 -0.404587 1.043 0.609 1.041
H 2.616494 -0.840730 0.786979 -0.194 0.105 0.127
H 1.177641 -0.052077 -0.879662 -0.105 -0.129 0.158
H 0.726137 -1.665407 -0.275827 0.216 -0.038 -0.027
H -0.580307 0.054361 1.560887 -0.212 -0.655 -0.163
H -1.038081 2.045141 -1.324168 0.007 0.391 0.082
```
Forces are in eV/Å.